Computed, not measured: a molecular structure, C33H32Ge2N3NiS7, with ωB97M-V/def2-TZVPD.

The value obtained for the frontier orbital gap (alpha / beta) is 5.563 / 5.772 eV. The energy above the lowest of the compared OMol25 structures with the same formula, charge and spin is 169.3 kJ/mol. For the HOMO energy (alpha / beta), the calculation gives -6.466 / -6.407 eV. Its spin multiplicity is 2. The value obtained for the energy is -9890.5213 Ha. The expectation value of S² is 1.112.

CARTESIAN COORDINATES (ANGSTROEM)
1 Ni -0.48 -0.07 0.19
2 C -2.60 3.74 -0.61
3 C -1.61 2.74 -0.64
4 N -1.89 1.47 -0.46
5 C -3.17 1.11 -0.26
6 C -4.23 2.01 -0.24
7 C -3.91 3.37 -0.40
8 C -5.57 1.53 -0.03
9 C -5.80 0.21 0.15
10 C -4.72 -0.74 0.16
11 C -4.91 -2.11 0.39
12 C -3.82 -2.94 0.43
13 C -2.55 -2.40 0.22
14 N -2.34 -1.13 -0.03
15 C -3.41 -0.30 -0.05
16 H -2.32 4.77 -0.74
17 H -0.57 2.98 -0.83
18 H -4.69 4.12 -0.36
19 H -6.38 2.24 -0.03
20 H -6.81 -0.15 0.31
21 H -5.91 -2.49 0.54
22 H -3.92 -4.00 0.62
23 H -1.67 -3.04 0.27
24 S 6.26 2.48 -0.39
25 C 4.68 2.06 -0.33
26 S 3.67 2.30 1.05
27 C 2.20 1.62 0.41
28 C 2.26 1.19 -0.87
29 S 0.94 0.44 -1.69
30 S 3.83 1.33 -1.64
31 S 0.80 1.42 1.39
32 C -1.25 -3.16 -2.70
33 Ge 0.62 -3.21 -2.10
34 C 1.62 -2.43 -3.59
35 C 1.10 -5.11 -2.07
36 Ge 0.98 -1.98 0.01
37 C 2.92 -1.82 0.21
38 C 3.46 -1.09 1.27
39 C 4.83 -1.06 1.49
40 C 5.69 -1.79 0.67
41 C 5.16 -2.53 -0.38
42 C 3.79 -2.54 -0.61
43 C 0.59 -3.26 1.48
44 C 0.01 -4.51 1.26
45 C -0.32 -5.36 2.32
46 C -0.09 -4.95 3.63
47 C 0.49 -3.71 3.87
48 C 0.83 -2.88 2.81
49 H -1.28 -3.49 -3.75
50 H -1.66 -2.15 -2.65
51 H -1.89 -3.82 -2.12
52 H 1.40 -3.02 -4.48
53 H 2.70 -2.42 -3.41
54 H 1.30 -1.40 -3.76
55 H 1.24 -5.43 -3.11
56 H 0.29 -5.71 -1.64
57 H 2.02 -5.31 -1.52
58 H 2.81 -0.52 1.92
59 H 5.24 -0.47 2.31
60 H 6.76 -1.77 0.85
61 H 5.82 -3.10 -1.02
62 H 3.41 -3.12 -1.44
63 H -0.17 -4.86 0.25
64 H -0.76 -6.33 2.12
65 H -0.36 -5.60 4.45
66 H 0.68 -3.39 4.89
67 H 1.31 -1.93 3.01
68 S -1.61 -0.42 2.79
69 C -0.82 -0.26 4.25
70 N -1.40 -0.60 5.40
71 C -0.71 -0.31 6.64
72 C 0.76 -0.29 6.26
73 S 0.81 0.31 4.54
74 H -2.37 -0.88 5.37
75 H -0.92 -1.08 7.38
76 H -1.03 0.65 7.05
77 H 1.21 -1.28 6.30
78 H 1.35 0.39 6.88